Below is a structure of composition C34H55CuN4OP2S in a non-equilibrium geometry, with properties calculated with wB97M-V/def2-TZVPD.

Its gap between HOMO and LUMO (alpha / beta) is 6.9 / 6.6 eV. The value obtained for the LUMO energy (alpha / beta) is -2.6 / -3.0 eV. The total energy comes out at -118201.9136 eV. Its spin multiplicity is 2. As for the net charge: +1. Its expectation value of S² is 0.7618.

Last column: Löwdin spin population.
Cartesian coordinates (Å):
1 C 0.4049 -0.6264 -2.8914  0.00
2 C -0.2180 -2.3524 -1.4431  0.00
3 C 0.5352 -1.5295 -3.9569  0.00
4 C -0.0823 -3.3070 -2.4520  0.00
5 C 0.2772 -2.8768 -3.7350  0.00
6 H 0.8571 -1.1606 -4.9307  0.00
7 H -0.2560 -4.3646 -2.2327  0.00
8 H 0.3703 -3.5997 -4.5452  0.00
9 N -0.0174 -1.0434 -1.6931  0.01
10 P 1.4582 1.4839 -1.3865  0.04
11 P -1.5827 -1.4558 0.8682  0.09
12 C 0.7943 0.8456 -3.0145  0.00
13 H 1.4792 0.9911 -3.8683  0.00
14 H -0.1067 1.4491 -3.2045  0.00
15 C -0.4198 -2.7130 0.0105  0.02
16 H -0.7302 -3.7581 0.1310  0.00
17 C -1.5458 -1.9695 2.7269  0.02
18 C -3.3065 -1.7662 0.1218  0.02
19 C 3.2667 0.8643 -1.2716  0.00
20 C 1.4291 3.3772 -1.5908  0.01
21 C -0.7121 -0.9483 3.5348  0.00
22 H -1.2804 -0.0219 3.7027  0.00
23 H -0.4897 -1.3957 4.5171  0.00
24 H 0.2336 -0.6828 3.0453  0.00
25 C -2.9716 -1.9291 3.3085  0.00
26 H -3.3795 -0.9095 3.2950  0.00
27 H -3.6669 -2.6009 2.7938  0.00
28 H -2.9178 -2.2490 4.3606  0.00
29 C -0.9372 -3.3774 2.9087  0.00
30 H -1.3010 -3.7990 3.8585  0.00
31 H -1.2185 -4.0720 2.1091  0.00
32 H 0.1600 -3.3374 2.9682  0.00
33 C -4.3076 -0.7609 0.7508  0.00
34 H -3.7863 0.0762 1.2289  0.00
35 H -4.9381 -0.3545 -0.0515  0.00
36 H -4.9728 -1.2340 1.4868  0.00
37 C -3.2431 -1.4699 -1.3943  0.00
38 H -2.6321 -0.5877 -1.6111  0.00
39 H -2.8610 -2.3251 -1.9600  0.00
40 H -4.2687 -1.2675 -1.7382  0.00
41 C -3.7755 -3.2263 0.3117  0.01
42 H -3.0261 -3.8432 0.8132  0.00
43 H -4.7203 -3.2888 0.8762  0.00
44 H -3.9667 -3.6639 -0.6798  0.00
45 C 1.9409 4.0295 -0.2891  0.00
46 H 1.3972 4.9731 -0.1256  0.00
47 H 1.7643 3.3834 0.5833  0.00
48 H 3.0122 4.2708 -0.3371  0.00
49 C -0.0248 3.8262 -1.8206  0.00
50 H -0.5467 3.2573 -2.5845  0.00
51 H -0.6049 3.7435 -0.8938  0.00
52 H -0.0327 4.8879 -2.0907  0.00
53 C 2.2382 3.8432 -2.8145  0.00
54 H 1.6674 4.6268 -3.3381  0.00
55 H 3.2105 4.2822 -2.5403  0.00
56 H 2.4094 3.0334 -3.5295  0.00
57 C 3.2370 -0.6803 -1.2062  0.00
58 H 3.9277 -1.1342 -1.9317  0.00
59 H 3.5296 -0.9989 -0.2027  0.00
60 H 2.2372 -1.0690 -1.3918  0.00
61 C 3.8349 1.3853 0.0666  0.00
62 H 3.0847 1.2690 0.8641  0.00
63 H 4.7168 0.7819 0.3321  0.00
64 H 4.1506 2.4339 0.0113  0.00
65 C 4.1621 1.2787 -2.4523  0.00
66 H 3.7732 0.9140 -3.4126  0.00
67 H 4.3122 2.3613 -2.5131  0.00
68 H 5.1536 0.8181 -2.3030  0.00
69 Cu -0.1089 0.2402 0.0097  0.37
70 C -1.6885 1.3154 -0.8047  0.07
71 O -2.6212 1.9381 -1.1763  0.02
72 N 1.2277 -1.0913 0.8179  0.30
73 C 0.9584 -2.3277 0.6793  0.02
74 C 1.9119 -3.4544 1.0658  0.02
75 C 2.8227 -3.1829 2.0917  0.00
76 C 1.9163 -4.7055 0.4367  0.00
77 C 3.7346 -4.1661 2.5002  0.00
78 H 2.8029 -2.1928 2.5597  0.00
79 C 2.8307 -5.6849 0.8427  0.00
80 H 1.2181 -4.9254 -0.3720  0.00
81 C 3.7404 -5.4213 1.8749  0.00
82 H 4.4372 -3.9499 3.3064  0.00
83 H 2.8305 -6.6590 0.3464  0.00
84 H 4.4507 -6.1899 2.1900  0.00
85 C -3.8273 4.6219 1.6963  0.00
86 N -3.0608 3.6570 0.8998  0.00
87 C -1.7481 3.6555 0.8099  0.00
88 S -0.8798 2.1584 0.6037  0.00
89 N -0.8675 4.5964 1.2551  0.00
90 C -1.0972 6.0327 1.0968  0.00
91 H -3.1739 5.3218 2.2185  0.00
92 H -4.4022 4.0939 2.4647  0.00
93 H -4.5258 5.1672 1.0449  0.00
94 H -3.6777 2.8803 0.5781  0.00
95 H 0.0609 4.3441 1.6547  0.00
96 H -0.2675 6.4879 0.5412  0.00
97 H -2.0137 6.1995 0.5239  0.00
98 H -1.1603 6.5043 2.0866  0.00